A molecular structure, C33H51GeMnN3O2P2, computed with ωB97M-V with the def2-TZVPD basis set.

```
! RIJCOSX wB97M-V def2-TZVPD def2/J DEFGRID3
* xyz 2 6
Mn 1.52 1.66 -0.11
C 3.60 0.21 2.87
P 3.55 1.25 1.39
C 4.71 0.42 0.25
C 4.46 2.77 1.86
C 4.47 3.80 0.73
P 2.88 3.88 -0.18
C 1.69 4.36 1.15
C 3.01 5.47 -1.07
H 4.64 0.07 3.18
H 3.14 -0.75 2.65
H 3.04 0.68 3.69
H 5.68 0.30 0.73
H 4.84 1.00 -0.66
H 4.31 -0.56 0.00
H 5.48 2.51 2.16
H 3.96 3.19 2.74
H 5.25 3.56 0.00
H 4.69 4.80 1.10
H 2.17 5.04 1.86
H 1.32 3.51 1.74
H 0.83 4.88 0.71
H 3.13 6.28 -0.35
H 2.12 5.66 -1.67
H 3.87 5.46 -1.74
N 2.34 1.08 -3.38
C 1.39 1.38 -4.53
C 0.51 0.15 -4.73
C -0.40 -0.09 -3.52
N 0.44 -0.45 -2.35
C -1.25 1.14 -3.23
C -0.49 2.46 -3.11
N 0.11 2.69 -1.74
C 0.55 2.62 -4.22
H 3.11 0.49 -3.69
H 1.74 0.53 -2.66
H 2.73 1.93 -2.97
H 1.99 1.58 -5.41
H 1.12 -0.74 -4.93
H -0.11 0.31 -5.61
H -1.08 -0.91 -3.75
H 0.77 -1.41 -2.46
H -0.16 -0.51 -1.53
H -1.86 0.97 -2.34
H -1.95 1.25 -4.06
H -1.21 3.26 -3.25
H -0.69 2.72 -1.11
H 0.46 3.64 -1.75
H 1.19 3.49 -4.04
H 0.00 2.83 -5.14
O 0.02 -1.78 1.30
C 0.28 -0.63 0.98
O 1.40 -0.28 0.46
C -0.81 0.43 1.23
C -2.20 -0.02 0.78
Ge -2.21 -1.97 1.33
C -1.75 -2.64 -0.54
C -0.63 -3.38 -0.93
C -0.47 -3.84 -2.24
C -1.45 -3.56 -3.19
C -2.56 -2.82 -2.83
C -2.70 -2.36 -1.53
C -1.83 -1.60 3.26
C -2.51 -0.58 3.93
C -2.29 -0.33 5.28
C -1.39 -1.10 5.99
C -0.70 -2.12 5.35
C -0.92 -2.37 4.00
C -3.65 -3.31 1.66
C -3.88 -4.37 0.78
C -4.85 -5.32 1.06
C -5.62 -5.22 2.21
C -5.40 -4.17 3.09
C -4.42 -3.23 2.82
H -0.51 1.40 0.76
H -0.83 0.61 2.31
H -2.33 0.06 -0.30
H -2.98 0.58 1.25
H 0.12 -3.64 -0.19
H 0.38 -4.45 -2.50
H -1.35 -3.95 -4.20
H -3.34 -2.63 -3.56
H -3.60 -1.81 -1.26
H -3.25 0.01 3.40
H -2.84 0.46 5.78
H -1.23 -0.92 7.05
H 0.00 -2.73 5.90
H -0.38 -3.17 3.52
H -3.29 -4.48 -0.12
H -5.01 -6.15 0.38
H -6.38 -5.96 2.42
H -5.99 -4.09 4.00
H -4.26 -2.43 3.53
*
```

Properties
HOMO energy (spin up / spin down) = -0.4392 / -0.4393 Ha
<S²> = 8.76
LUMO level (spin up / spin down) = -5.438 / -6.112 eV
gap between HOMO and LUMO (spin up / spin down) = 6.5 / 5.8 eV
electronic energy = -5512.9505 Ha